1.
Molecular formula: C29H48N4O2PPd
Method: DFT, wB97M-V/def2-TZVPD

Positions of all 85 atoms, in Å:
Pd (-0.588715, 0.474974, -0.411727)
N (-2.367483, 1.550182, -1.525640)
C (-2.333026, 2.501509, -2.652409)
C (-1.746173, 1.888330, -3.929366)
C (-0.364775, 1.363847, -3.600837)
O (0.560207, 2.050534, -4.205592)
O (-0.196313, 0.455066, -2.799393)
H (-2.931574, 0.741863, -1.806512)
H (-2.840200, 2.003923, -0.744044)
H (-1.737323, 3.367930, -2.350601)
H (-3.346989, 2.851346, -2.883922)
H (-1.679891, 2.650381, -4.705081)
H (-2.366202, 1.062727, -4.281069)
C (0.352475, -3.101605, 2.923300)
C (-0.295433, -2.387964, 1.742676)
C (-0.001333, -3.091308, 0.417105)
P (0.256433, -0.618283, 1.501435)
C (-0.004597, 0.413191, 3.044228)
C (-1.300600, 0.139394, 3.810185)
C (0.065007, 1.863090, 2.556235)
C (2.077478, -0.756638, 1.473971)
C (2.863491, -1.079156, 2.558912)
C (4.263252, -1.140640, 2.461955)
C (5.104023, -1.470706, 3.630119)
C (4.864639, -0.855462, 1.221100)
C (4.118008, -0.513671, 0.132362)
C (2.693667, -0.466694, 0.220109)
N (1.933513, -0.113437, -0.787824)
C (2.276108, 0.240516, -2.042942)
C (2.086883, 1.592152, -2.388517)
C (1.705621, 2.579697, -1.341216)
C (2.012717, 1.962626, -3.815468)
C (2.725211, 1.013876, -4.729717)
C (3.133720, 1.508690, -6.060312)
C (2.966423, -0.267972, -4.306652)
C (2.672468, -0.720491, -3.017685)
C (2.783234, -2.155592, -2.650338)
H (-0.146961, -4.053191, 3.099919)
H (0.288979, -2.513402, 3.836511)
H (1.396779, -3.317239, 2.715655)
H (-1.383620, -2.364736, 1.885237)
H (1.073560, -3.149043, 0.253514)
H (-0.454927, -2.545955, -0.420593)
H (-0.388916, -4.107812, 0.424752)
H (0.842268, 0.229746, 3.710999)
H (-2.099609, 0.790146, 3.457026)
H (-1.160132, 0.362254, 4.865548)
H (-1.602611, -0.905689, 3.736094)
H (-0.788975, 2.084337, 1.901176)
H (0.980198, 2.035284, 1.986313)
H (0.053888, 2.563089, 3.390471)
H (2.415966, -1.279075, 3.521094)
H (4.520586, -1.662309, 4.525943)
H (5.807008, -0.659189, 3.832135)
H (5.723052, -2.344438, 3.414393)
H (5.940452, -0.896919, 1.143163)
H (4.582529, -0.265384, -0.809963)
H (2.516708, 2.704481, -0.620230)
H (0.818296, 2.222421, -0.756384)
H (1.476056, 3.550620, -1.769963)
H (2.324118, 2.997857, -3.996968)
H (2.463071, 2.280837, -6.428230)
H (3.203775, 0.705899, -6.790191)
H (4.128854, 1.960966, -5.992382)
H (3.410696, -0.969667, -5.000784)
H (2.976625, -2.764036, -3.528030)
H (1.859434, -2.493194, -2.180648)
H (3.592793, -2.318772, -1.939197)
N (-5.507007, -0.450814, 2.663522)
C (-5.663665, 0.875716, 2.014226)
C (-4.306863, 1.364257, 1.465541)
N (-3.433234, 0.279377, 1.013745)
C (-4.214197, -0.855595, 0.559097)
C (-5.040331, -1.498706, 1.696380)
H (-6.405771, -0.740045, 3.067211)
H (-4.854509, -0.365329, 3.453387)
H (-6.058343, 1.600522, 2.727639)
H (-6.395292, 0.767344, 1.212096)
H (-3.782907, 1.965274, 2.211081)
H (-4.526438, 2.022947, 0.620426)
H (-2.805372, -0.015854, 1.759192)
H (-3.545048, -1.604951, 0.131823)
H (-4.886134, -0.514209, -0.231526)
H (-4.453564, -2.237286, 2.244176)
H (-5.905215, -2.006762, 1.268776)

Forces on atoms 1 to 2 (eV/Å):
Pd -0.8900 -0.2167 0.6651
N -0.0043 -0.0881 0.0948

Total charge: +3
ΔE to the lowest compared entry with this formula, charge and spin, eV: 3.847
E_LUMO (spin up / spin down), eV: -7.1555 / -10.2352
Frontier orbital gap (spin up / spin down), eV: 7.890 / 6.128
Multiplicity: 5
Energy, eV: -53649.4497

Mulliken atomic charges, in units of e: -0.047 -0.175 -0.875 -0.848 0.753 -0.342 -0.585 0.200 0.075 0.490 0.418 0.281 0.387 -1.695 0.800 -1.659 0.731 0.627 -1.458 -1.577 1.128 -0.586 0.275 -1.687 -1.149 -0.468 -0.424 0.961 -0.265 -0.223 -0.947 0.577 -0.215 -1.572 -0.743 0.946 -1.269 0.480 0.321 0.446 0.212 0.310 0.199 0.626 0.689 0.303 0.462 0.309 0.127 0.288 0.533 0.291 0.392 0.389 0.402 0.515 0.661 0.441 -0.108 0.437 0.660 0.402 0.453 0.329 0.575 0.513 0.159 0.350 -0.043 -0.932 -0.708 0.856 -0.738 -0.945 0.393 0.359 0.446 0.390 0.491 0.352 -0.629 0.295 0.591 0.421 0.398

=====

2.
Molecular formula: C33H46P2PdSi
Method: DFT, wB97M-V/def2-TZVPD

Positions of all 83 atoms, in Å:
P (0.164143, -1.772841, -2.067855)
P (-0.163487, 2.316981, -1.602368)
C (-0.355857, -0.273917, -3.066747)
C (0.259752, 1.137375, -2.946423)
H (-1.443021, -0.230684, -3.228909)
H (0.100942, -0.667132, -3.977481)
H (1.345161, 1.113587, -3.124600)
H (-0.197815, 1.782659, -3.702217)
C (-1.814530, 2.994596, -1.912380)
H (-2.120873, 3.546116, -1.012932)
H (-2.545194, 2.191645, -2.089341)
H (-1.769311, 3.666534, -2.782819)
C (1.119576, 3.578795, -1.781820)
H (1.027473, 4.025419, -2.782019)
H (2.115488, 3.128832, -1.657987)
H (0.978269, 4.334923, -0.996150)
C (-1.055596, -3.090833, -2.205812)
H (-1.039090, -3.701441, -1.292778)
H (-0.803483, -3.719810, -3.071266)
H (-2.073581, -2.692495, -2.317296)
C (1.814464, -2.321178, -2.558260)
H (2.523096, -1.484855, -2.633847)
H (1.784491, -2.865557, -3.510136)
H (2.188446, -2.988055, -1.769408)
Pd (0.016520, 0.176930, -0.767100)
C (0.498928, 1.653845, -5.892512)
C (-0.842903, 1.669194, -5.758752)
C (-1.773035, 0.913273, -6.655867)
C (-1.386112, -0.563253, -6.960444)
C (-0.630548, -1.283139, -5.896696)
C (0.719942, -1.310265, -5.832716)
C (1.606175, -0.531339, -6.758433)
C (1.203134, 0.946733, -7.006107)
C (0.193502, -1.563520, 0.406717)
H (1.136465, 2.324448, -5.301383)
H (-1.347638, 2.414018, -5.129391)
H (-1.856055, 1.426860, -7.631308)
H (-2.776273, 0.953779, -6.194064)
H (-2.327016, -1.098061, -7.154493)
H (-0.793576, -0.591158, -7.886544)
H (-1.248312, -1.881418, -5.218401)
H (1.257202, -2.009908, -5.186833)
H (1.644971, -1.029856, -7.744486)
H (2.629334, -0.569614, -6.340789)
H (2.131886, 1.489218, -7.238439)
H (0.565814, 0.989569, -7.903099)
H (0.914339, -1.384868, 1.207681)
H (0.512674, -2.479999, -0.133100)
H (-0.825485, -1.694799, 0.786618)
C (-0.788651, 5.772006, 1.879185)
C (0.471820, 5.258579, 1.557552)
C (0.653434, 3.880667, 1.404224)
C (-0.444896, 3.010215, 1.481401)
C (-1.716690, 3.530183, 1.757262)
C (-1.874673, 4.899941, 1.991339)
Si (-0.108188, 1.165307, 1.334982)
C (1.543969, 1.118761, 2.267305)
C (2.715537, 0.532654, 1.785209)
C (3.875496, 0.526042, 2.581670)
C (3.876477, 1.103457, 3.853583)
C (2.712236, 1.727487, 4.323544)
C (1.561474, 1.745680, 3.529500)
C (-1.404404, 0.472742, 2.541045)
C (-1.102157, 0.034893, 3.834218)
C (-2.110671, -0.445783, 4.685033)
C (-3.436515, -0.525548, 4.250114)
C (-3.758552, -0.050820, 2.975655)
C (-2.748167, 0.428390, 2.122794)
H (-0.913763, 6.840692, 2.071722)
H (1.328815, 5.927890, 1.446302)
H (1.656013, 3.478438, 1.224962)
H (-2.576325, 2.856084, 1.808401)
H (-2.856363, 5.275752, 2.270699)
H (2.724863, 0.071627, 0.793300)
H (4.782746, 0.052305, 2.205671)
H (4.768184, 1.064659, 4.484900)
H (2.683854, 2.191245, 5.310169)
H (0.653782, 2.231193, 3.920806)
H (-0.075171, 0.051826, 4.185574)
H (-1.851892, -0.765888, 5.696478)
H (-4.214898, -0.934800, 4.903300)
H (-4.797331, -0.048323, 2.641860)
H (-3.017091, 0.775214, 1.116931)

Forces on atoms 1 to 2 (eV/Å):
P -0.4767 -0.0821 -0.8602
P 0.5731 1.6526 1.1301

Total charge: +2
E_LUMO (spin up / spin down), eV: -5.1648 / -9.2562
Frontier orbital gap (spin up / spin down), eV: 5.323 / 4.180
Multiplicity: 5
Energy, eV: -64878.4273

Mulliken atomic charges, in units of e: 0.991 1.194 2.035 -0.533 0.903 -2.377 0.531 -1.171 -1.161 0.284 0.363 0.453 -1.392 0.489 0.388 0.335 -1.390 0.428 0.448 0.384 -1.452 0.378 0.480 0.420 -0.759 0.008 -0.204 -1.091 -0.802 0.032 -0.218 -1.141 -0.953 -2.091 0.528 0.486 0.314 0.403 0.477 0.311 0.433 0.399 0.318 0.378 0.474 0.357 0.744 0.663 0.465 -0.717 -0.651 -0.582 0.730 -0.701 -0.537 2.310 0.264 -0.479 -0.631 -0.707 -0.822 -0.223 0.854 -0.606 -0.639 -0.579 -0.756 -0.656 0.435 0.482 0.772 0.395 0.449 0.165 0.420 0.413 0.440 0.555 0.454 0.427 0.393 0.411 0.358

=====

3.
Molecular formula: C3H10OS2
Method: DFT, wB97M-V/def2-TZVPD

Positions of all 16 atoms, in Å:
C (-1.850245, -0.191892, -0.427240)
C (-0.857154, 0.920206, -0.639966)
C (0.541917, 0.456047, -1.110961)
S (1.869492, 1.579713, -0.640341)
S (2.987777, 0.436241, 0.682133)
H (-2.055537, -0.712579, -1.343779)
H (-2.792790, 0.135656, -0.001447)
H (-1.535362, -0.938362, 0.310314)
H (-1.232851, 1.637456, -1.366399)
H (-0.715090, 1.537113, 0.255754)
H (0.704459, -0.570680, -0.788200)
H (0.534979, 0.403206, -2.202347)
H (2.171344, 0.451497, 1.749933)
O (0.862811, -2.067887, 1.732222)
H (-0.041037, -1.797466, 1.932773)
H (1.407285, -1.278269, 1.857550)

Forces on atoms 1 to 2 (eV/Å):
C -0.1477 -0.4208 0.7661
C 0.7294 0.8185 0.3339

ΔE to the lowest compared entry with this formula, charge and spin, eV: 0.300
E_LUMO, eV: 0.3538
Frontier orbital gap, eV: 9.498
SMILES string: CCCSS.O
Energy, eV: -26990.9899

Mulliken atomic charges, in units of e: -1.115 -0.231 -0.693 -0.053 -0.197 0.317 0.361 0.182 0.283 0.296 0.423 0.354 0.149 -0.604 0.312 0.215

=====

4.
Molecular formula: C28H75F3N6O9
Method: DFT, wB97M-V/def2-TZVPD

Positions of all 121 atoms, in Å:
O (0.541864, -0.866276, 0.542612)
H (1.219679, -0.340742, -0.047117)
H (0.360557, -1.686748, -0.035531)
H (-0.254647, -0.246535, 0.649234)
C (3.432342, 0.056891, -0.685191)
O (3.408857, -1.223491, -0.031898)
O (2.210266, 0.567639, -0.765153)
C (4.474132, 0.963443, -0.019780)
F (4.574035, 2.145756, -0.641555)
F (4.114889, 1.224952, 1.263116)
F (5.698051, 0.436751, 0.044578)
C (4.391647, -2.140549, -0.446071)
C (4.592113, -3.189122, 0.639421)
H (3.647914, -3.450313, 1.115565)
H (5.037804, -4.092522, 0.218236)
H (5.280686, -2.831839, 1.406317)
H (5.391156, -1.772496, -0.696342)
H (4.087442, -2.635561, -1.383112)
H (3.801579, -0.132805, -1.720693)
C (1.569276, 3.776742, 2.378061)
C (1.158342, 4.125543, 0.958431)
C (2.372426, 4.507699, 0.143291)
O (1.985826, 4.725471, -1.190314)
C (3.063218, 4.976532, -2.043981)
N (0.455044, 2.957290, 0.372973)
H (0.788519, 3.348996, 3.006992)
H (1.996186, 4.642455, 2.889530)
H (2.349382, 3.005987, 2.334750)
H (0.404732, 4.918707, 0.988990)
H (3.132440, 3.723088, 0.229830)
H (2.830838, 5.435999, 0.521181)
H (3.844059, 4.211903, -1.938699)
H (3.607495, 5.884713, -1.724517)
H (2.728613, 5.135994, -3.063012)
H (1.184369, 2.239543, 0.252850)
H (0.243550, 3.177980, -0.600952)
C (-0.160156, -3.254156, 4.298008)
C (0.798289, -3.230320, 3.120729)
C (1.805286, -2.080274, 3.193971)
O (1.281711, -0.950437, 3.843730)
C (2.091100, 0.179816, 3.637090)
N (1.462995, -4.540603, 3.014774)
H (-0.836289, -4.106656, 4.260688)
H (-0.728116, -2.324069, 4.326319)
H (0.367188, -3.316248, 5.255558)
H (0.202289, -3.107442, 2.210190)
H (2.209663, -1.868890, 2.196117)
H (2.695198, -2.441682, 3.746192)
H (1.675234, 1.049240, 4.148136)
H (2.164515, 0.434990, 2.574739)
H (3.095851, 0.024238, 4.051571)
H (2.121496, -4.661602, 3.779199)
H (2.037149, -4.519645, 2.175478)
C (-3.112576, -2.804471, 2.155643)
C (-3.885885, -2.496790, 0.880867)
C (-5.153524, -1.708926, 1.150141)
O (-6.027404, -2.487814, 1.935089)
C (-7.251391, -1.846847, 2.225984)
N (-2.977679, -1.841098, -0.053058)
H (-2.318313, -3.526896, 1.975536)
H (-3.793692, -3.180271, 2.921149)
H (-2.682634, -1.895350, 2.588076)
H (-4.178380, -3.452883, 0.437781)
H (-5.643697, -1.548321, 0.172267)
H (-5.009206, -0.721057, 1.609731)
H (-7.094389, -1.055741, 2.967152)
H (-7.944789, -2.601457, 2.585208)
H (-7.660082, -1.396433, 1.311509)
H (-3.435479, -1.526776, -0.903663)
H (-2.572220, -0.989025, 0.330020)
C (-1.689347, 0.698017, 3.503070)
C (-2.343971, 1.188344, 2.220941)
C (-2.612536, 2.697426, 2.246008)
O (-3.547549, 2.903404, 3.278049)
C (-3.771540, 4.258602, 3.560744)
N (-1.474190, 0.839287, 1.058238)
H (-0.924555, 1.423326, 3.809967)
H (-1.225103, -0.280749, 3.408412)
H (-2.388137, 0.675866, 4.339646)
H (-3.327469, 0.710954, 2.161608)
H (-3.059861, 2.965022, 1.281645)
H (-1.657979, 3.191836, 2.455188)
H (-4.304480, 4.781986, 2.757432)
H (-2.827776, 4.796324, 3.731886)
H (-4.338822, 4.361298, 4.484597)
H (-2.002605, 1.176196, 0.249813)
H (-0.763017, 1.592369, 1.133374)
C (1.218880, -2.671481, -3.224985)
C (-0.038605, -2.078280, -2.598336)
C (-1.222260, -2.293422, -3.518448)
O (-2.346223, -1.574107, -3.022838)
C (-3.512633, -1.907305, -3.749639)
N (-0.221581, -2.667208, -1.248979)
H (2.064257, -2.470265, -2.567332)
H (1.405075, -2.227467, -4.202125)
H (1.091118, -3.745680, -3.382279)
H (0.102845, -0.997125, -2.499827)
H (-1.472239, -3.359976, -3.598195)
H (-0.985125, -1.869146, -4.502031)
H (-4.241777, -1.112987, -3.574857)
H (-3.971607, -2.819464, -3.348900)
H (-3.339292, -1.980387, -4.825358)
H (-1.236864, -2.702304, -1.080404)
H (-0.032528, -3.668507, -1.313854)
C (0.018902, 3.069483, -4.904136)
C (0.187137, 1.827248, -4.052250)
C (1.349482, 0.972645, -4.555903)
O (1.084432, 0.495262, -5.863694)
C (2.140427, -0.277626, -6.372456)
N (0.461821, 2.208966, -2.670257)
H (-0.672616, 3.746281, -4.400015)
H (-0.361932, 2.863515, -5.903027)
H (0.990503, 3.555605, -5.030727)
H (-0.706701, 1.194915, -4.065848)
H (1.527497, 0.133320, -3.864295)
H (2.280037, 1.562293, -4.543111)
H (1.903704, -0.464859, -7.415712)
H (2.301186, -1.174896, -5.760678)
H (3.123102, 0.217696, -6.325884)
H (1.154800, 2.954555, -2.614105)
H (0.948989, 1.494022, -2.124042)

Forces on atoms 1 to 2 (eV/Å):
O 0.2941 0.1458 -0.2904
H 0.9853 0.7697 -0.0082

ΔE to the lowest compared entry with this formula, charge and spin, eV: 0.000
E_LUMO, eV: 0.5664
Frontier orbital gap, eV: 9.307
Energy, eV: -65771.0166

Here are the Mulliken charges for atoms 1 to 99, given in e: 1.518 -0.386 0.244 0.351 -0.471 -0.089 0.025 0.452 -0.283 -0.278 -0.311 -0.388 -1.018 -0.182 0.461 0.347 0.404 0.271 0.195 -1.202 -0.025 -0.398 -0.323 -0.743 0.018 0.153 0.532 0.065 0.526 -0.031 0.535 0.209 0.380 0.258 -0.430 0.353 -1.566 1.719 0.056 -0.425 -0.637 -0.795 0.382 0.224 0.447 -0.849 -0.349 0.442 0.331 -0.056 0.451 0.347 0.242 -1.412 0.299 -0.532 -0.356 -0.783 0.065 0.253 0.638 0.027 0.435 0.368 0.253 0.286 0.261 0.321 0.083 0.009 -1.353 1.059 -0.314 -0.344 -0.770 -0.370 0.211 0.041 0.434 -0.681 0.489 0.015 0.305 0.297 0.260 0.227 -0.270 -1.621 2.150 -1.454 -0.179 -0.906 -0.371 0.255 0.091 0.626 -0.832 0.400 0.560